{
  "formula": "C4H12N2S",
  "method": "the ωB97M-V functional and the def2-TZVPD basis",
  "elements": ["C", "N", "C", "C", "S", "C", "N", "H", "H", "H", "H", "H", "H", "H", "H", "H", "H", "H", "H"],
  "coordinates": [[-0.2825, -0.2740, -1.3413], [-0.2669, -0.3186, 0.0500], [0.9306, -0.7680, 0.8176], [0.8001, -1.1945, 2.2398], [-0.4978, -2.5347, 2.5623], [-0.0648, 1.2185, -1.8850], [-0.9338, 2.2114, -1.1190], [0.4017, -0.9648, -1.8737], [-1.2533, -0.7545, -1.6367], [-1.5029, -1.7903, 2.1057], [1.7160, 0.0437, 0.8009], [1.3528, -1.6564, 0.2021], [1.7315, -1.6088, 2.6311], [0.4122, -0.3492, 2.9219], [-0.3457, 1.2137, -2.9379], [0.9250, 1.3545, -1.6357], [-0.7060, 3.1933, -0.9541], [-0.4640, 0.6311, 0.3329], [-1.9521, 2.3475, -1.2810]],
  "smiles": "NCCNCCS",
  "fmax_ev_per_a": 4.4,
  "lumo_ev": 1.01,
  "total_energy_ev": -18156.4826,
  "e_homo_ev": -8.458,
  "total_charge": 0,
  "multiplicity": 1
}

{
  "formula": "C25H28BF4N8O2STi",
  "method": "the ωB97M-V functional and the def2-TZVPD basis",
  "elements": ["Ti", "C", "C", "N", "N", "C", "O", "C", "C", "C", "C", "C", "C", "C", "C", "C", "C", "C", "N", "H", "H", "H", "H", "H", "H", "H", "H", "H", "H", "H", "H", "N", "C", "S", "N", "N", "C", "C", "C", "C", "C", "C", "N", "H", "H", "H", "H", "H", "H", "H", "F", "B", "F", "F", "F", "C", "N", "C", "C", "C", "O", "H", "H", "H", "H", "H", "H", "H", "H", "H"],
  "coordinates": [[-0.5565, -0.3797, -0.2109], [-1.7078, -0.2390, 4.2004], [-1.7075, -0.2627, 2.7115], [-0.6644, -0.4878, 1.9948], [0.4999, -0.8125, 2.6476], [1.3756, -1.1428, 1.7525], [1.0820, -1.0245, 0.4781], [2.7082, -1.6348, 2.1133], [3.4356, -2.3671, 1.1780], [4.6868, -2.8564, 1.5145], [5.2143, -2.6072, 2.7743], [4.4864, -1.8788, 3.7075], [3.2303, -1.3983, 3.3833], [-2.9516, -0.1253, 1.9481], [-4.1843, 0.0112, 2.5620], [-5.3297, -0.0313, 1.7808], [-5.1950, -0.2348, 0.4215], [-3.9213, -0.3395, -0.1213], [-2.8181, -0.2551, 0.6186], [-0.6958, -0.3016, 4.5816], [-2.1842, 0.6765, 4.5556], [-2.2842, -1.0824, 4.5862], [3.0005, -2.5727, 0.2094], [5.2481, -3.4397, 0.7970], [6.1938, -2.9870, 3.0327], [4.8993, -1.6910, 4.6893], [2.6487, -0.8386, 4.1031], [-4.2486, 0.1243, 3.6340], [-6.3064, 0.0711, 2.2337], [-6.0545, -0.3137, -0.2284], [-3.7887, -0.5051, -1.1852], [-2.0729, -1.8731, -4.3594], [-1.5745, -0.7621, -3.7966], [-0.2259, 0.0148, -4.4353], [-2.3577, -0.2458, -2.8108], [-1.7885, 0.4564, -1.8581], [-2.2928, 1.6139, -1.5503], [-1.7440, 2.3180, -0.4221], [-2.0895, 3.6374, -0.1231], [-1.4378, 4.2893, 0.8996], [-0.4471, 3.6196, 1.6186], [-0.1855, 2.3066, 1.3079], [-0.8335, 1.6606, 0.3271], [-1.5788, -2.2804, -5.1322], [-2.7573, -2.4222, -3.8679], [-3.0660, 2.0542, -2.1689], [-2.8489, 4.1302, -0.7141], [-1.6845, 5.3152, 1.1381], [0.1002, 4.1056, 2.4127], [0.5553, 1.7363, 1.8550], [-1.4277, -2.1911, -0.1505], [-0.5546, -3.0699, -1.0839], [0.2982, -3.7688, -0.3073], [-1.3808, -3.7615, -1.8837], [0.0784, -1.9679, -1.7322], [3.6353, 1.4071, -3.3847], [2.6651, 0.6481, -2.6064], [2.9221, -0.7866, -2.5197], [1.5833, 1.1932, -2.0834], [1.3021, 2.6502, -2.3020], [0.7722, 0.5192, -1.4032], [4.6244, 0.9968, -3.1914], [3.6426, 2.4533, -3.0972], [3.4218, 1.3212, -4.4516], [3.2800, -1.1259, -3.4903], [2.0123, -1.3131, -2.2729], [3.6849, -0.9825, -1.7640], [1.5304, 2.9510, -3.3210], [1.8856, 3.2623, -1.6113], [0.2428, 2.8165, -2.1269]],
  "fmax_ev_per_a": 0.5,
  "lumo_ev": -4.35,
  "total_energy_ev": -87896.0093,
  "e_homo_ev": -9.879,
  "total_charge": 1,
  "multiplicity": 1
}

{
  "formula": "C12H26I2InO6",
  "method": "the ωB97M-V functional and the def2-TZVPD basis",
  "elements": ["I", "C", "C", "C", "In", "C", "C", "C", "I", "H", "H", "H", "H", "H", "H", "H", "H", "H", "H", "H", "H", "H", "H", "C", "O", "C", "O", "O", "C", "H", "H", "H", "H", "H", "H", "C", "O", "C", "O", "O", "C", "H", "H", "H", "H", "H", "H"],
  "coordinates": [[0.3576, 0.4894, 4.2857], [-0.9799, 1.5805, 2.9977], [-1.4340, 0.7659, 1.8016], [-1.7551, 1.7423, 0.6433], [0.1587, 2.4179, -0.3142], [0.3642, 4.6539, -0.1254], [1.7367, 5.0445, 0.4406], [1.6024, 5.9780, 1.6122], [3.5674, 6.4389, 2.4190], [-0.4529, 2.4634, 2.6728], [-1.8390, 1.8804, 3.5806], [-2.3298, 0.2050, 2.0553], [-0.6345, 0.0920, 1.5224], [-2.4504, 1.2740, -0.0426], [-2.2451, 2.6017, 1.0991], [0.2538, 1.8119, -1.9910], [1.5232, 1.6937, 0.6072], [0.2176, 5.0965, -1.1054], [-0.4489, 4.9999, 0.5110], [2.2662, 4.1649, 0.7903], [2.3625, 5.4974, -0.3198], [1.1102, 6.9099, 1.3742], [1.0790, 5.4966, 2.4230], [-5.3306, -3.8301, -1.3927], [-4.0583, -4.3732, -1.0438], [-3.2266, -3.4850, -0.4783], [-3.4841, -2.3324, -0.2575], [-2.0835, -4.1081, -0.2039], [-1.0756, -3.2748, 0.3887], [-5.8989, -4.6434, -1.8360], [-5.8485, -3.4627, -0.5086], [-5.2204, -3.0249, -2.1167], [-1.4197, -2.8703, 1.3383], [-0.7913, -2.4673, -0.2819], [-0.2117, -3.9092, 0.5624], [3.9545, -0.5308, -1.3149], [2.9628, -1.5224, -1.0295], [3.0562, -2.6246, -1.7580], [3.8778, -2.8587, -2.6096], [2.0741, -3.4546, -1.3847], [2.0456, -4.6897, -2.0954], [3.7542, 0.3112, -0.6590], [4.9493, -0.9265, -1.1158], [3.8792, -0.2020, -2.3489], [2.9672, -5.2476, -1.9376], [1.8922, -4.5188, -3.1594], [1.2064, -5.2526, -1.6949]],
  "fmax_ev_per_a": 0.9,
  "lumo_ev": 2.44,
  "total_energy_ev": -46525.1692,
  "e_homo_ev": -4.650,
  "total_charge": -1,
  "multiplicity": 1
}

{
  "formula": "C4H9FS",
  "method": "the ωB97M-V functional and the def2-TZVPD basis",
  "elements": ["C", "C", "C", "C", "H", "H", "H", "H", "H", "H", "H", "H", "H", "F", "S"],
  "coordinates": [[0.0970, 1.4065, -0.2629], [0.1758, 0.0058, 0.1791], [1.5144, -0.7445, -0.1027], [-1.0418, -0.8696, -0.2051], [1.2031, 1.8017, -0.4910], [-0.3261, 2.1146, 0.4169], [-0.3153, 1.4703, -1.2181], [2.4144, -0.0931, 0.0965], [1.5044, -1.5384, 0.6369], [1.3911, -1.1011, -1.1056], [-1.0234, -0.9365, -1.2733], [-1.0512, -1.9018, 0.2016], [-2.0686, 0.3814, 1.3375], [0.1605, 0.0543, 1.5883], [-2.6344, -0.0498, 0.2019]],
  "smiles": "CC(C)(F)CS",
  "fmax_ev_per_a": 4.5,
  "lumo_ev": 0.88,
  "total_energy_ev": -17846.2771,
  "e_homo_ev": -9.145,
  "total_charge": 0,
  "multiplicity": 1
}